Below is a molecular structure, C40H35Br2LuN19O2SSi in a non-equilibrium geometry, with properties calculated with ωB97M-V/def2-TZVPD.

```
101
Properties=species:S:1:pos:R:3:forces:R:3:mulliken_charge:R:1
Lu 12.413 12.457 11.847 0.4 0.5 -0.5 1.8612
C 7.854 15.796 13.317 -0.6 0.6 0.0 -0.9301
N 9.071 15.010 13.387 1.0 -0.5 0.8 0.8793
C 10.071 14.817 12.507 -0.2 -0.8 0.5 -0.8581
N 11.018 14.069 13.070 -0.3 1.1 0.7 0.6543
C 10.619 13.961 14.392 -1.1 -0.6 -1.0 -0.7744
N 9.391 14.414 14.595 1.2 0.8 -0.5 -1.1013
C 7.974 16.982 12.330 -0.4 0.2 0.4 0.6048
C 7.057 17.024 11.258 0.3 0.5 0.3 -0.7401
C 6.978 18.163 10.428 -0.3 -0.5 -0.2 -0.6866
C 7.907 19.168 10.583 0.8 1.3 -0.7 -0.5086
C 8.937 19.065 11.541 -0.3 -0.8 0.7 0.1124
C 8.898 18.048 12.505 -1.0 -0.8 -0.9 -0.0176
C 10.198 19.800 11.538 2.3 0.9 0.4 0.4327
N 10.661 20.665 10.694 0.5 -0.3 0.7 -0.5012
N 12.040 20.871 11.003 -0.6 0.0 -0.4 -0.4158
C 12.349 20.126 11.994 -2.7 -0.8 0.4 0.3967
O 11.198 19.414 12.470 0.2 1.0 -1.7 -0.2466
C 13.626 19.761 12.580 1.3 -0.5 0.7 0.0818
C 14.856 20.272 12.097 -0.9 -0.1 -0.4 -0.7740
C 16.075 19.731 12.474 0.0 0.0 0.5 -0.6444
C 16.122 18.652 13.373 -1.3 0.2 -0.2 -0.5623
C 14.902 18.133 13.875 -0.1 0.4 0.7 1.2517
C 14.894 16.966 14.884 -0.9 0.3 -0.3 -1.7777
N 14.733 15.641 14.279 0.7 0.3 0.0 0.9779
C 13.623 15.051 13.800 1.3 0.3 0.0 -0.6386
N 13.946 13.874 13.304 0.6 -0.6 0.4 0.1227
C 15.300 13.773 13.536 0.9 -0.2 0.0 -0.4204
N 15.853 14.833 14.100 -2.2 0.2 -0.1 -1.0028
C 13.664 18.754 13.573 1.5 0.2 -1.2 -0.3918
H 7.620 16.127 14.374 0.4 -0.3 -1.3 0.3475
H 7.021 15.145 12.990 0.4 0.3 0.2 0.3767
H 10.134 15.150 11.478 -0.4 0.0 0.3 0.9203
H 11.253 13.490 15.155 -0.7 0.1 -0.4 0.4508
H 6.383 16.177 11.105 0.2 0.3 0.0 0.3516
H 6.242 18.255 9.590 0.7 -0.3 1.0 0.3276
H 7.885 20.055 9.898 0.2 -1.0 0.7 0.4058
H 9.636 18.109 13.297 -0.2 -0.5 0.0 0.5325
H 14.844 21.082 11.365 -0.1 -0.3 0.2 0.4646
H 16.974 20.215 12.070 -0.3 -0.5 0.3 0.3847
H 17.063 18.249 13.723 0.0 -0.2 -0.2 0.4788
H 14.059 17.113 15.600 0.4 -0.1 -0.4 0.4207
H 15.799 16.919 15.466 0.4 0.0 0.1 0.4791
H 12.637 15.499 13.796 0.4 0.0 0.0 0.4347
H 15.964 12.904 13.341 -1.1 0.6 -0.2 0.4887
H 12.741 18.443 14.024 -0.2 -0.4 0.1 0.5278
C 12.570 16.657 5.467 -0.6 0.8 0.5 -1.1263
Si 12.890 16.867 7.355 1.0 -1.3 0.3 0.1156
C 12.485 18.589 7.980 0.2 -0.2 0.4 -0.6743
C 14.736 16.486 7.631 -0.9 0.5 1.1 -0.9662
C 11.862 15.534 8.274 0.8 0.3 -0.3 0.0416
C 10.652 15.264 7.683 -0.7 -0.6 0.6 -0.1268
C 9.778 14.325 8.249 0.2 -0.6 0.4 -1.8480
C 10.179 13.695 9.423 -1.0 0.0 -0.4 -0.3482
N 11.361 13.919 9.994 -0.8 -0.7 0.2 0.3298
C 12.237 14.744 9.424 -0.2 1.0 -0.4 0.4955
S 13.714 14.778 10.268 0.7 0.3 0.4 -0.4218
H 13.286 17.278 4.911 0.1 -0.3 0.1 0.3596
H 11.579 17.048 5.156 0.3 -0.3 0.2 0.3345
H 12.643 15.603 5.179 0.1 0.2 0.0 0.3213
H 13.269 19.314 7.716 -0.5 0.0 -0.3 0.3944
H 12.413 18.634 9.078 0.0 -0.3 -0.3 -0.0679
H 11.496 18.832 7.597 0.0 0.5 -0.1 0.3123
H 15.318 17.132 7.008 0.6 0.4 -0.6 0.4100
H 14.986 15.444 7.468 0.0 -0.2 -0.1 0.2733
H 14.981 16.705 8.696 -0.1 -0.1 -0.7 0.1800
H 10.345 15.781 6.789 0.0 0.1 -0.3 0.3280
H 8.870 13.987 7.767 -0.1 0.3 0.0 0.4753
H 9.496 13.003 9.951 0.6 0.2 -0.4 0.6166
N 11.945 9.802 14.614 -1.0 0.6 -0.1 -0.0281
C 10.791 10.364 14.048 -0.8 0.2 -0.9 0.1644
N 9.547 10.017 14.391 0.1 -0.2 -0.6 -0.6486
N 8.730 10.651 13.486 1.6 0.5 0.7 -0.7834
N 9.446 11.400 12.705 0.6 -0.6 0.5 -0.2162
N 10.780 11.226 13.010 -0.6 0.0 1.0 0.2531
C 13.201 9.986 14.096 1.8 0.2 -0.4 0.2230
N 14.299 9.326 14.547 -1.5 0.5 -0.9 -0.6230
N 15.288 9.751 13.732 0.0 -0.1 0.7 -0.8316
N 14.870 10.631 12.914 0.1 0.6 -0.5 -0.1963
N 13.540 10.854 13.088 -0.4 -1.4 1.2 0.1693
H 11.763 8.975 15.161 0.3 0.1 0.0 0.2923
C 16.275 12.219 10.237 -0.8 0.6 0.4 -1.0349
C 15.297 11.187 9.734 1.4 -0.6 0.2 0.9462
C 15.890 10.111 9.000 -0.1 0.2 -0.7 -1.0606
C 15.118 9.219 8.281 0.5 0.8 0.3 -0.9686
C 13.712 9.306 8.445 -0.5 1.2 0.7 0.4691
C 12.764 8.447 7.827 0.3 0.4 0.3 0.1217
Br 13.294 7.133 6.558 0.2 0.0 0.1 -0.2835
C 11.428 8.576 8.064 -1.1 -0.4 -0.8 -0.2499
C 10.904 9.555 8.918 1.2 0.2 -0.1 -0.7817
Br 9.034 9.888 8.840 0.4 -0.1 0.4 -0.1859
C 11.787 10.384 9.648 -0.5 1.0 -0.2 0.4938
O 11.364 11.257 10.505 0.1 -0.9 -1.1 0.5643
C 13.208 10.377 9.326 0.1 -2.6 -0.4 -0.0344
N 14.023 11.270 9.976 -1.3 -0.2 -0.5 0.4296
H 16.957 12.446 9.414 0.1 0.1 0.2 0.6075
H 16.841 11.844 11.103 -0.2 0.1 -0.3 0.1733
H 15.711 13.144 10.503 0.6 -0.7 -0.1 -0.1608
H 16.995 10.142 8.966 -0.8 -0.3 -0.2 0.4081
H 15.570 8.537 7.548 -0.3 0.1 0.6 0.2804
H 10.730 7.931 7.484 0.5 0.6 0.6 0.3080
```
Forces are in eV/Å.

Output
* ΔE to the lowest compared entry with this formula, charge and spin: 0.0 kcal per mole
* gap between HOMO and LUMO: 5.958 eV
* highest occupied orbital energy: -0.1838 Ha
* energy: -9807.647982 hartree
* net charge: -1